[1]
The following is a DFT calculation (ωB97M-V/def2-TZVPD) of a molecular structure, C58H64GeN9O2P2Rb.

Results
- net charge = -1
- relative energy (zero: lowest compared OMol25 entry of this formula, charge and spin) (eV) = 3.4991
- highest occupied orbital energy (spin up / spin down) (hartree) = -0.113 / -0.112
- spin multiplicity = 2
- Kohn-Sham gap (spin up / spin down) (eV) = 5.08 / 3.71

Geometry (Å):
Rb  0.76  0.48  -0.25
C  1.50  -2.29  -4.73
P  1.52  -1.25  -3.20
C  1.56  0.42  -3.95
C  3.31  -1.48  -2.75
C  4.38  -1.05  -3.53
C  5.69  -1.20  -3.09
C  5.94  -1.78  -1.85
C  4.88  -2.23  -1.07
C  3.57  -2.10  -1.51
P  2.11  -2.65  -0.51
C  2.94  -3.63  0.82
C  1.57  -4.12  -1.50
H  2.20  -1.90  -5.48
H  0.49  -2.29  -5.14
H  1.78  -3.32  -4.48
H  2.18  0.48  -4.85
H  1.92  1.14  -3.22
H  0.52  0.68  -4.19
H  4.19  -0.57  -4.48
H  6.51  -0.84  -3.70
H  6.96  -1.87  -1.49
H  5.10  -2.67  -0.11
H  3.63  -4.37  0.41
H  2.16  -4.14  1.38
H  3.47  -2.98  1.51
H  2.44  -4.71  -1.80
H  1.00  -3.81  -2.37
H  0.92  -4.73  -0.87
N  -2.72  -0.05  1.89
C  -2.27  1.06  2.52
N  -3.07  1.63  3.42
C  -2.53  2.68  4.03
N  -3.29  3.30  4.98
N  -1.32  3.20  3.79
C  -0.62  2.55  2.87
N  -1.02  1.48  2.20
C  0.73  3.11  2.54
C  0.93  4.48  2.57
C  2.17  4.97  2.20
C  3.17  4.08  1.84
C  2.88  2.72  1.86
N  1.68  2.24  2.20
H  -3.66  -0.35  2.07
H  -2.25  -0.38  1.07
H  -4.05  2.76  5.35
H  -2.79  3.89  5.62
H  0.12  5.13  2.87
H  2.36  6.04  2.18
H  4.14  4.42  1.52
H  3.63  1.99  1.58
C  -5.03  3.68  -1.38
C  -4.92  2.43  -0.50
C  -5.19  2.79  0.96
C  -5.91  1.36  -0.98
C  -3.55  1.90  -0.63
N  -2.48  1.49  -0.75
H  -6.04  4.07  -1.34
H  -4.78  3.44  -2.42
H  -4.34  4.45  -1.04
H  -6.21  3.18  1.05
H  -4.50  3.55  1.32
H  -5.10  1.92  1.61
H  -6.93  1.70  -0.78
H  -5.75  0.42  -0.46
H  -5.80  1.18  -2.04
O  3.59  1.18  -1.01
C  3.18  2.27  -1.42
N  2.00  2.85  -1.10
C  1.89  4.05  -1.75
O  0.97  4.85  -1.68
C  3.14  4.26  -2.60
C  3.51  5.26  -3.47
C  4.72  5.11  -4.15
C  5.53  3.99  -3.93
C  5.14  2.99  -3.04
C  3.94  3.15  -2.39
H  2.87  6.12  -3.64
H  5.04  5.87  -4.85
H  6.46  3.90  -4.48
H  5.75  2.11  -2.87
C  -2.46  -5.34  2.34
C  -1.70  -4.75  1.33
C  -0.98  -3.59  1.60
C  -0.98  -3.02  2.87
C  -1.74  -3.63  3.88
C  -2.47  -4.78  3.61
Ge  0.10  -1.37  3.14
C  -0.52  -0.61  4.88
C  0.41  -0.01  5.73
C  0.02  0.57  6.93
C  -1.31  0.57  7.30
C  -2.26  0.00  6.46
C  -1.87  -0.58  5.26
C  1.87  -2.09  3.67
C  2.05  -3.42  4.06
C  3.30  -3.90  4.41
C  4.41  -3.06  4.35
C  4.26  -1.74  3.95
C  3.00  -1.26  3.60
H  -3.05  -6.23  2.13
H  -1.69  -5.19  0.34
H  -0.41  -3.13  0.80
H  -1.73  -3.23  4.88
H  -3.05  -5.24  4.40
H  1.46  0.00  5.45
H  0.77  1.02  7.57
H  -1.62  1.03  8.23
H  -3.31  0.00  6.74
H  -2.62  -1.01  4.61
H  1.19  -4.08  4.11
H  3.42  -4.93  4.70
H  5.39  -3.44  4.61
H  5.12  -1.09  3.89
H  2.89  -0.24  3.27
C  -1.57  -0.40  -6.25
N  -2.88  0.12  -5.88
C  -3.92  -0.84  -6.18
C  -2.93  0.58  -4.47
C  -2.86  -0.48  -3.39
C  -4.07  -0.98  -2.90
C  -4.10  -1.91  -1.86
C  -2.90  -2.38  -1.34
C  -1.69  -1.93  -1.88
C  -1.63  -0.96  -2.90
H  -1.60  -0.71  -7.30
H  -1.26  -1.24  -5.63
H  -0.83  0.39  -6.15
H  -3.93  -1.03  -7.26
H  -4.89  -0.43  -5.90
H  -3.79  -1.80  -5.66
H  -3.86  1.14  -4.37
H  -2.10  1.28  -4.33
H  -5.02  -0.63  -3.32
H  -5.05  -2.27  -1.48
H  -2.91  -3.10  -0.53
H  -0.76  -2.36  -1.50

[2]
The following is a DFT calculation (ωB97M-V/def2-TZVPD) of a molecular structure, C3H4CsLiO3.

Results
- net charge = 0
- relative energy (zero: lowest compared OMol25 entry of this formula, charge and spin) (eV) = 3.0590
- highest occupied orbital energy (hartree) = -0.195
- Kohn-Sham gap (eV) = 4.69

Geometry (Å):
C  0.42  -0.38  -0.57
C  -0.42  0.61  0.17
O  0.29  1.01  1.34
C  -0.25  1.96  2.14
O  -1.36  2.42  1.78
O  0.07  -0.84  -1.64
H  1.46  -0.53  -0.20
H  -1.39  0.16  0.40
H  -0.62  1.47  -0.50
Li  -0.98  3.39  3.36
Cs  0.74  -4.93  -4.40
H  2.05  -4.33  -1.88

[3]
The following is a DFT calculation (ωB97M-V/def2-TZVPD) of a gas-phase ion, C3H7N2OSe (charge +1).

Results
- SMILES string = NC(=O)C[Se]C=[NH2+]
- net charge = +1
- relative energy (zero: lowest compared OMol25 entry of this formula, charge and spin) (eV) = 1.4132
- highest occupied orbital energy (hartree) = -0.527
- Kohn-Sham gap (eV) = 9.84

Geometry (Å):
N  1.79  -0.41  -0.97
C  1.29  -0.54  0.25
O  1.57  0.15  1.20
C  0.15  -1.59  0.29
Se  -1.65  -0.78  0.14
C  -1.09  0.88  0.11
N  -1.88  1.90  0.15
H  2.81  -0.04  -1.04
H  1.68  -1.12  -1.56
H  0.10  -2.22  -0.56
H  -0.12  -2.09  1.25
H  -0.13  1.32  0.11
H  -1.68  2.90  0.29
H  -2.82  1.64  0.35

[4]
The following is a DFT calculation (ωB97M-V/def2-TZVPD) of 2 unconnected molecules or ions with the total composition C2H12N4.

Results
- SMILES string = NCN.NCN
- net charge = 0
- relative energy (zero: lowest compared OMol25 entry of this formula, charge and spin) (eV) = 0.7399
- highest occupied orbital energy (hartree) = -0.320
- Kohn-Sham gap (eV) = 9.73

Geometry (Å):
N  2.04  -0.15  -0.03
C  1.54  0.23  1.28
N  1.35  -0.95  2.12
H  2.94  -0.61  0.10
H  2.26  0.63  -0.65
H  2.27  0.92  1.74
H  0.57  0.77  1.19
H  1.52  -1.81  1.62
H  0.46  -0.84  2.57
N  -1.48  0.21  -2.36
C  -1.68  0.57  -1.02
N  -1.78  -0.53  -0.04
H  -0.60  0.38  -2.80
H  -2.24  0.22  -3.00
H  -0.84  1.21  -0.70
H  -2.62  1.11  -0.82
H  -0.98  -0.66  0.53
H  -2.72  -0.72  0.27

[5]
The following is a DFT calculation (ωB97M-V/def2-TZVPD) of 4 unconnected molecules or ions with the total composition C33H42BClN6O10P.

Results
- net charge = +1
- highest occupied orbital energy (hartree) = -0.414
- Kohn-Sham gap (eV) = 6.58

Geometry (Å):
C  4.08  -2.49  0.13
C  3.29  -1.06  0.06
C  2.21  -0.92  1.24
C  0.86  -0.14  0.87
O  0.82  0.44  -0.47
C  -0.41  0.18  -1.11
C  -0.91  -1.27  -1.45
C  -0.03  -2.58  -1.08
Cl  -0.69  -3.42  0.45
C  0.15  -3.59  -2.32
C  1.73  -3.98  -2.46
C  -2.31  -1.36  -2.17
C  -2.99  -2.78  -2.55
O  -3.41  -2.96  -3.71
O  -3.07  -3.79  -1.56
B  -4.11  -3.54  -0.59
C  -4.23  -2.24  0.38
O  -5.13  -4.57  -0.44
C  -3.11  -0.09  -2.56
P  -4.79  -0.07  -3.46
N  -4.50  0.56  -4.92
C  -2.45  1.28  -2.18
N  -1.18  1.37  -1.48
C  -0.59  2.72  -1.13
N  -1.57  3.83  -1.24
H  3.33  -3.25  -0.31
H  4.37  -2.77  1.19
H  4.94  -2.44  -0.61
H  2.86  -1.00  -1.00
H  4.06  -0.22  0.20
H  2.71  -0.43  2.16
H  1.92  -1.98  1.58
H  -0.01  -0.87  1.06
H  0.72  0.69  1.66
H  1.03  -2.22  -0.79
H  -0.45  -4.55  -2.11
H  -0.23  -3.11  -3.29
H  1.87  -4.44  -3.50
H  2.05  -4.77  -1.71
H  2.40  -3.05  -2.40
H  -3.20  -2.04  0.86
H  -5.06  -2.32  1.17
H  -4.43  -1.33  -0.30
H  -5.10  -4.76  0.53
H  -5.76  0.79  -2.83
H  -5.36  -1.38  -3.58
H  -5.08  1.43  -4.99
H  -3.04  2.21  -2.51
H  -0.29  2.65  -0.02
H  0.31  2.96  -1.80
H  -1.16  4.70  -0.86
H  -2.47  3.62  -0.80
C  3.91  -3.80  -8.34
C  3.07  -3.91  -7.24
C  3.54  -4.49  -6.06
C  4.85  -4.95  -6.01
C  5.69  -4.85  -7.12
C  5.21  -4.27  -8.29
N  5.36  -5.54  -4.77
O  4.60  -5.63  -3.81
O  6.53  -5.90  -4.75
H  3.54  -3.34  -9.26
H  2.05  -3.54  -7.29
H  2.88  -4.57  -5.21
H  6.72  -5.21  -7.08
H  5.86  -4.18  -9.15
C  1.38  2.57  7.27
C  0.13  2.00  7.07
C  -0.38  1.87  5.78
C  0.38  2.31  4.70
C  1.63  2.89  4.89
C  2.13  3.02  6.18
N  -0.14  2.15  3.34
O  -1.26  1.66  3.21
O  0.56  2.52  2.41
H  1.78  2.67  8.28
H  -0.45  1.66  7.92
H  -1.36  1.43  5.64
H  2.22  3.24  4.06
H  3.10  3.47  6.35
C  -2.57  7.63  3.90
C  -1.84  7.99  5.03
C  -1.64  7.06  6.05
C  -2.17  5.78  5.93
C  -2.91  5.42  4.80
C  -3.11  6.35  3.79
N  -1.94  4.80  6.99
O  -1.31  5.16  7.97
O  -2.40  3.67  6.83
H  -2.72  8.35  3.10
H  -1.42  8.99  5.11
H  -1.07  7.36  6.92
H  -3.33  4.43  4.70
H  -3.68  6.08  2.91

[6]
The following is a DFT calculation (ωB97M-V/def2-TZVPD) of a molecular structure, C9H24F2O5PRb2.

Results
- net charge = +1
- highest occupied orbital energy (hartree) = -0.423
- Kohn-Sham gap (eV) = 7.75

Geometry (Å):
Rb  4.37  3.86  -2.67
Rb  4.00  1.59  2.93
O  1.81  2.15  1.25
P  1.28  2.58  -0.08
O  2.19  3.03  -1.17
F  0.26  3.74  0.10
F  0.30  1.43  -0.54
C  -1.81  -2.36  1.43
C  -0.67  -1.42  1.04
C  0.67  -2.10  0.71
O  -1.09  -0.77  -0.17
H  -1.43  -2.99  2.24
H  -1.97  -3.04  0.58
H  -2.76  -1.93  1.72
H  -0.50  -0.75  1.90
H  1.39  -1.28  0.65
H  0.59  -2.70  -0.19
H  0.99  -2.75  1.54
H  -0.46  -0.03  -0.30
C  1.76  -0.34  -2.80
C  2.32  -1.31  -3.83
C  1.23  -2.13  -4.52
O  3.07  -0.63  -4.82
H  0.91  0.21  -3.21
H  2.49  0.40  -2.44
H  1.51  -0.84  -1.86
H  3.03  -1.95  -3.29
H  0.50  -2.52  -3.81
H  1.69  -2.93  -5.09
H  0.70  -1.44  -5.19
H  2.44  -0.24  -5.43
C  -1.72  2.09  2.14
C  -2.86  1.28  2.70
C  -2.38  0.57  4.00
O  -3.95  2.12  3.06
H  -1.43  2.82  2.90
H  -1.87  2.49  1.14
H  -0.79  1.53  2.01
H  -3.11  0.46  2.02
H  -3.30  0.11  4.35
H  -1.99  1.22  4.77
H  -1.62  -0.15  3.69
H  -3.79  2.94  2.58

[7]
The following is a DFT calculation (ωB97M-V/def2-TZVPD) of 2 unconnected molecules or ions with the total composition C5H12N4S2.

Results
- SMILES string = [H]/N=C(\C=C)NS.[H]/N=C(/N)CS
- net charge = 0
- highest occupied orbital energy (hartree) = -0.330
- Kohn-Sham gap (eV) = 9.54

Geometry (Å):
H  0.28  -1.55  -0.77
N  0.22  -2.34  -0.12
C  0.44  -1.94  1.06
C  0.86  -0.57  1.49
C  1.64  0.21  0.74
N  0.30  -2.80  2.14
S  -0.19  -4.42  1.94
H  0.52  -0.23  2.46
H  2.02  -0.13  -0.23
H  1.93  1.21  1.06
H  0.89  -2.63  2.94
H  0.76  -4.82  1.06
H  -0.98  -0.48  -1.43
N  -1.68  0.12  -1.00
C  -1.36  1.35  -1.14
N  -2.13  2.34  -0.58
C  -0.14  1.82  -1.93
S  0.58  3.43  -1.47
H  -2.03  3.29  -0.90
H  -3.03  2.04  -0.25
H  -0.43  1.94  -2.98
H  0.63  1.04  -1.89
H  0.88  3.12  -0.20

[8]
The following is a DFT calculation (ωB97M-V/def2-TZVPD) of C3H6O3 in the gas phase.

Results
- SMILES string = COC(=O)CO
- net charge = 0
- relative energy (zero: lowest compared OMol25 entry of this formula, charge and spin) (eV) = 1.6190
- highest occupied orbital energy (hartree) = -0.384
- Kohn-Sham gap (eV) = 11.20

Geometry (Å):
C  -0.14  0.68  -1.64
O  -0.33  1.31  -0.37
C  -0.66  0.23  0.42
O  -1.77  -0.19  0.54
C  0.59  -0.29  1.10
O  0.61  -1.66  1.36
H  -0.13  -0.40  -1.46
H  -1.00  0.91  -2.28
H  0.82  0.97  -2.09
H  1.44  -0.06  0.46
H  0.69  0.34  2.00
H  -0.11  -1.86  1.97